Entry from OMol25: an isolated molecule of C6H11ClO at a distorted geometry (ωB97M-V with the def2-TZVPD basis set).

Bonds (Å) are listed after each position.
Geometry (Å):
1 C -1.11245 -1.54388 -0.75834  C2 1.551, H7 1.102, H8 1.120, H9 1.093
2 C -0.69648 -0.11119 -0.33272  C1 1.551, C3 1.516, C4 1.471, H10 1.148
3 C -1.55339 0.17701 0.88405  C2 1.516, H11 1.064, H12 1.098, H13 1.100
4 C 0.73326 0.06191 -0.03124  C2 1.471, C5 1.488, C6 1.332
5 C 1.09604 1.45402 0.34871  C4 1.488, H14 1.108, H15 1.132, O18 1.429
6 C 1.57886 -0.96514 0.02809  C4 1.332, H17 1.024, Cl19 1.673
7 H -0.68641 -1.89208 -1.71263  C1 1.102
8 H -0.81032 -2.25256 0.05518  C1 1.120
9 H -2.20368 -1.59167 -0.79889  C1 1.093
10 H -0.97574 0.67503 -1.12183  C2 1.148
11 H -1.47897 -0.44784 1.74181  C3 1.064
12 H -2.60749 0.22939 0.58100  C3 1.098
13 H -1.34657 1.18881 1.26324  C3 1.100
14 H 1.95371 1.49541 1.04904  C5 1.108
15 H 0.28523 1.99164 0.92794  C5 1.132
16 H 2.15618 1.96969 -1.20920  O18 0.972
17 H 1.13315 -1.85286 -0.22079  C6 1.024
18 O 1.29421 2.22452 -0.83794  C5 1.429, H16 0.972
19 Cl 3.24084 -0.81023 0.14451  C6 1.673

Calculated values
- ΔE to the lowest compared entry with this formula, charge and spin (eV) = 1.2824
- E_HOMO (eV) = -9.183
- gap between HOMO and LUMO (eV) = 9.951